{"formula": "C21H56CuF4N2O29S11", "method": "the ωB97M-V functional and the def2-TZVPD basis", "elements": ["Cu", "N", "S", "O", "O", "F", "S", "O", "O", "F", "N", "S", "O", "O", "F", "S", "O", "O", "F", "O", "S", "O", "O", "C", "C", "C", "H", "H", "H", "H", "H", "H", "H", "H", "O", "S", "O", "O", "C", "C", "C", "H", "H", "H", "H", "H", "H", "H", "H", "O", "S", "O", "O", "C", "C", "C", "H", "H", "H", "H", "H", "H", "H", "H", "O", "S", "O", "O", "C", "C", "C", "H", "H", "H", "H", "H", "H", "H", "H", "O", "S", "O", "O", "C", "C", "C", "H", "H", "H", "H", "H", "H", "H", "H", "O", "S", "O", "O", "C", "C", "C", "H", "H", "H", "H", "H", "H", "H", "H", "O", "S", "O", "O", "C", "C", "C", "H", "H", "H", "H", "H", "H", "H", "H"], "positions_angstrom": [[1.40278, -3.40715, -1.34774], [1.75192, -5.45272, -0.93652], [1.35146, -6.63356, -0.11991], [2.32175, -7.17709, 0.86007], [0.49241, -7.58663, -0.81040], [0.29242, -5.87669, 0.88146], [3.03419, -6.31573, -1.68170], [2.63995, -7.41499, -2.56054], [4.31973, -6.42825, -1.04785], [3.18472, -5.23246, -2.87313], [0.60803, -1.66430, -0.54881], [-0.60268, -1.59052, 0.67928], [-1.98223, -1.74107, 0.24272], [-0.31880, -0.76552, 1.85225], [-0.24761, -3.07229, 1.12166], [0.30902, -0.22352, -1.00114], [0.65994, 0.88977, -0.11492], [-0.83574, -0.02484, -1.83627], [1.57994, -0.13014, -1.98588], [2.62058, 0.54199, -9.50993], [2.86333, 1.04930, -8.15961], [3.60626, 2.28807, -7.93821], [1.39782, 1.21884, -7.33857], [1.54286, 1.88223, -6.07799], [0.87284, 0.99632, -5.12043], [3.70850, -0.28197, -7.16351], [1.02857, 2.84176, -6.02399], [2.57896, 2.05721, -5.78821], [1.35674, 0.02070, -5.07453], [-0.18857, 1.05128, -5.36226], [0.95447, 1.37056, -4.09995], [3.76910, -0.03798, -6.10290], [4.72589, -0.48706, -7.49664], [3.10959, -1.17691, -7.33229], [-3.02716, 7.05649, -2.92188], [-3.13596, 5.71322, -2.40647], [-4.06579, 4.79319, -3.04771], [-1.61057, 5.00070, -2.35004], [-1.61007, 3.59194, -2.09495], [-1.69018, 3.02054, -3.50259], [-3.46687, 5.93851, -0.60822], [-2.36326, 3.34347, -1.34724], [-0.66633, 3.22239, -1.69386], [-2.47714, 3.51267, -4.07407], [-1.72669, 1.93130, -3.52117], [-0.81270, 3.29642, -4.08740], [-3.58868, 4.92662, -0.22177], [-4.36831, 6.55123, -0.59939], [-2.62889, 6.42811, -0.11206], [-0.87644, -5.43963, 6.59771], [-2.04803, -4.78117, 5.97869], [-2.29502, -3.32300, 6.13372], [-2.10118, -5.11369, 4.31726], [-2.61049, -4.12825, 3.51214], [-2.89407, -4.83709, 2.24070], [-3.47585, -5.82193, 6.54227], [-1.91574, -3.28893, 3.48105], [-3.53566, -3.69256, 3.88939], [-2.00800, -5.10129, 1.66348], [-3.49968, -4.20004, 1.59610], [-3.59833, -5.66276, 2.34266], [-4.19630, -5.82899, 5.72435], [-3.94272, -5.24929, 7.34366], [-3.21463, -6.84003, 6.83095], [4.66721, 0.98044, 3.10203], [3.83461, 1.49859, 1.98480], [2.61893, 2.28455, 2.16380], [4.71305, 2.28950, 0.88733], [5.68810, 3.25961, 1.36014], [5.22498, 4.67989, 1.03249], [3.47456, 0.09642, 0.89281], [6.74336, 3.15146, 1.10948], [5.71729, 3.21329, 2.44876], [5.59107, 5.52256, 1.61898], [4.14991, 4.69927, 1.21126], [5.28359, 4.93668, -0.02521], [2.61846, -0.45115, 1.28696], [4.38436, -0.50185, 0.94241], [3.22624, 0.43804, -0.11205], [-0.02505, 7.46775, 0.14966], [0.44321, 6.23012, 0.71751], [1.09033, 6.24160, 2.01422], [-0.85666, 5.12385, 0.75647], [-0.49326, 3.87583, 1.37614], [-1.05837, 3.89757, 2.85077], [1.60525, 5.44921, -0.44635], [0.55403, 3.60577, 1.24071], [-0.98197, 3.03677, 0.88091], [-2.09592, 4.23044, 2.87886], [-0.49099, 4.47192, 3.58309], [-0.96225, 2.91334, 3.30920], [2.00843, 4.50381, -0.08337], [2.45341, 6.13365, -0.42965], [1.04771, 5.38597, -1.38083], [-1.94240, 0.23057, 7.17660], [-1.85421, 1.24218, 6.12584], [-2.12475, 2.67245, 6.24636], [-0.30123, 1.24760, 5.61401], [0.35896, 0.02487, 5.44195], [1.87613, 0.27376, 5.26833], [-2.65627, 0.59172, 4.57361], [0.01252, -0.40209, 4.50079], [0.18774, -0.63367, 6.29349], [2.32833, 0.62393, 6.19623], [1.92113, 1.05729, 4.51192], [2.47836, -0.53492, 4.85425], [-3.71486, 0.39156, 4.73923], [-2.13199, -0.31273, 4.26507], [-2.53548, 1.33646, 3.78692], [-1.09716, -6.16404, -3.32842], [-1.56404, -5.01784, -2.56363], [-0.63348, -4.27950, -1.64000], [-2.41165, -3.87906, -3.49146], [-2.11375, -2.46813, -3.28940], [-2.93969, -1.55573, -4.06795], [-3.04002, -5.63415, -1.62239], [-1.06858, -2.24894, -3.50775], [-2.16379, -2.27709, -2.21744], [-3.90719, -1.68797, -3.58364], [-3.03801, -1.98357, -5.06564], [-2.60959, -0.51805, -4.11637], [-3.93271, -5.92657, -2.17528], [-3.31637, -4.82015, -0.95221], [-2.69680, -6.51740, -1.08371]], "forces_ev_per_a": [[-0.592, -0.651, -0.048], [4.225, 1.544, -2.926], [-5.275, -6.367, 7.477], [-1.563, 1.363, -2.648], [1.160, 1.397, 0.927], [0.708, -0.066, -0.866], [2.515, -0.657, -5.815], [-0.094, 1.156, 2.550], [-1.720, 1.053, 0.091], [0.330, 0.666, 1.121], [-1.908, -0.607, 2.690], [-1.583, -2.153, 2.829], [1.839, 0.558, 0.132], [-0.161, -1.435, -2.077], [0.154, 0.106, 0.272], [2.607, 6.473, -2.786], [-0.915, -1.865, -0.661], [0.089, -0.433, 0.000], [-0.371, -0.357, -0.400], [-0.062, 0.848, 2.493], [0.463, 0.357, 0.330], [-0.933, -1.541, -0.596], [2.319, -0.145, -2.111], [0.350, 0.430, 0.764], [-0.447, -0.183, 1.545], [-0.810, 0.182, -0.552], [0.138, 0.183, -0.806], [0.085, -0.021, -0.411], [-0.566, -0.268, -0.320], [-0.047, -0.935, 0.076], [0.032, 0.271, 0.058], [-0.350, 0.260, -0.145], [-0.160, 0.460, -0.459], [-0.021, 0.051, 0.156], [0.562, -1.252, -0.014], [0.477, 0.200, 0.712], [1.023, 0.890, 1.103], [-1.325, 2.053, 0.546], [0.164, -0.539, -1.352], [-0.304, -0.554, -0.394], [0.102, -0.726, -1.318], [-0.324, -0.290, -0.431], [0.258, 0.809, 0.401], [-0.383, -0.609, 0.263], [-0.339, -0.003, 0.004], [0.464, 0.092, 0.450], [-0.297, 0.229, 0.266], [-0.021, -0.257, 0.179], [-0.059, 0.003, -0.437], [-2.186, 1.691, -1.765], [0.922, -0.183, 0.359], [0.368, -3.333, -0.264], [1.298, -1.341, 4.443], [-0.841, 1.478, -0.704], [-0.761, 0.548, -1.924], [-0.163, 1.381, -0.624], [0.148, -0.028, -0.564], [-0.225, -0.144, 0.323], [-0.011, -0.278, 0.262], [0.249, 0.565, -0.189], [0.500, -0.430, 0.536], [0.100, -0.074, -0.066], [0.215, -0.179, 0.205], [0.438, 0.384, -0.095], [-1.765, 1.746, -2.118], [-0.464, -1.356, 0.029], [1.625, -0.774, 0.576], [1.420, 0.203, 0.197], [-0.202, 1.645, 1.709], [-1.457, -0.103, -0.705], [0.236, 0.340, 0.645], [-0.331, -1.022, -0.906], [-0.140, -0.265, 0.138], [0.618, -0.455, 0.136], [-0.169, -0.024, 0.238], [0.458, -0.105, -0.106], [0.103, 0.136, 0.217], [-0.149, -0.056, -0.236], [0.205, 0.145, 0.229], [-0.242, -1.185, 0.253], [0.117, -1.222, 0.742], [-0.783, -0.060, -1.018], [2.188, 1.668, -0.686], [-1.041, -0.548, 2.016], [1.251, -0.478, -0.351], [-0.652, 0.454, 0.664], [0.169, 0.465, 0.554], [-0.442, 0.394, -0.484], [0.036, -0.098, -0.210], [0.135, 0.598, -0.518], [-0.302, -0.352, -0.356], [-0.522, -0.106, 0.053], [-0.212, 0.231, -0.438], [0.429, -0.017, -0.114], [-0.456, 1.876, -1.169], [1.149, -0.196, -1.195], [-0.133, -2.346, 0.392], [-1.297, 1.306, 0.660], [1.591, -1.622, -0.391], [-0.805, 0.943, -0.213], [0.342, 0.443, 0.787], [-0.155, -0.414, 0.104], [-0.288, -0.074, -0.144], [0.009, 0.039, -0.074], [0.358, 0.275, 0.126], [-0.481, -0.392, 0.244], [0.161, 0.024, 0.231], [-0.062, -0.023, 0.292], [0.040, 0.128, 0.269], [-0.369, 2.543, 0.660], [-1.239, -0.081, 0.118], [-1.754, -1.037, -1.833], [1.341, -1.409, 0.498], [3.054, 0.006, 2.005], [-2.050, -0.971, -0.698], [0.972, 0.557, 0.510], [0.312, -0.549, -0.266], [-0.348, 0.090, 0.017], [-0.534, 0.854, -0.431], [0.000, 0.350, -0.281], [0.091, -0.292, 0.330], [0.573, 0.294, -0.795], [0.140, -0.104, 0.150], [0.234, 0.204, 0.152]], "e_tot_ev": -259729.474, "orbital_gap_ev": [6.266, 6.861], "multiplicity": 3, "charge": -1, "max_force_ha_per_bohr": 0.2168, "e_lumo_ev": [1.235, -1.849], "s_squared": 2.004}

---

{"formula": "C4H3Br", "method": "the ωB97M-V functional and the def2-TZVPD basis", "elements": ["C", "C", "C", "C", "Br", "H", "H", "H"], "positions_angstrom": [[0.21430, 1.53991, 0.37743], [0.44904, 2.71537, -0.08264], [0.27975, 0.27150, 0.33855], [-0.32042, -0.91075, -0.29563], [-2.02304, -0.40489, -1.47721], [1.43355, -0.13949, 1.91334], [-0.55093, -1.87958, 0.22655], [0.51775, -1.19207, -1.00038]], "forces_ev_per_a": [[-0.129, 1.144, -0.892], [-0.013, 0.245, 0.171], [0.245, -2.446, 2.836], [0.452, -0.196, -1.574], [1.816, -0.558, 1.237], [-1.279, 0.064, -1.962], [0.025, 1.599, 0.065], [-1.116, 0.147, 0.119]], "de_lowest_kcal_mol": 137.09, "e_tot_ev": -74230.046, "orbital_gap_ev": [7.944, 7.500], "max_force_ha_per_bohr": 0.0730, "e_lumo_ev": [-1.965, -1.841]}

---

{"formula": "CH2F3PS", "method": "the ωB97M-V functional and the def2-TZVPD basis", "elements": ["F", "C", "F", "S", "F", "P", "H", "H"], "positions_angstrom": [[1.71636, -0.37293, -0.07478], [1.67184, -0.41284, 1.24106], [2.51137, -1.29532, 1.70594], [0.62660, 0.39717, 2.14363], [-2.88106, 0.08014, -1.89472], [-1.33368, -0.06281, -1.44805], [-0.93173, 1.49463, -1.63039], [-1.37970, 0.17196, -0.04269]], "forces_ev_per_a": [[0.472, -0.194, 0.362], [-1.192, 0.166, 0.422], [0.364, 0.015, -0.529], [0.380, 0.017, -0.223], [0.214, -0.023, 0.425], [0.784, 2.597, -0.530], [-0.573, -2.504, 0.212], [-0.449, -0.074, -0.138]], "de_lowest_kcal_mol": 13.03, "e_tot_ev": -29344.836, "orbital_gap_ev": 9.656, "smiles": "FC(F)=S.FP", "max_force_ha_per_bohr": 0.0538, "e_lumo_ev": -0.337}